Record 1
DFT (ωB97M-V/def2-TZVPD) results for C3H10Cl2OSi2 in the gas phase at a distorted geometry.

Structure (XYZ):
```
18
Properties=species:S:1:pos:R:3:forces:R:3:mulliken_charge:R:1
C 0.4771 -1.2166 0.8391 2.4 -0.9 -0.6 -1.449
C 0.9463 -0.4007 -0.3242 1.9 2.5 -0.6 0.389
C 2.3436 0.2792 0.0861 -0.4 -1.0 -0.9 -1.423
Si -0.1762 1.0109 -0.8454 0.1 -1.3 2.3 0.254
Cl 0.1625 2.7895 0.0629 0.8 0.9 0.3 -0.276
O -1.6706 0.7604 -0.3388 -0.9 -1.0 0.4 0.223
Si -3.0695 0.9548 0.4606 1.0 -0.8 -3.3 0.430
Cl -4.2175 -0.5979 -0.1078 -0.7 -0.6 0.0 -0.248
H 0.1601 -0.5739 1.6215 0.4 0.4 1.3 0.382
H -0.3939 -1.6861 0.5627 -2.0 -1.6 -0.6 0.447
H 1.2874 -2.0099 1.0507 -1.4 1.3 0.4 0.316
H 1.2221 -0.9792 -1.2080 -0.6 -0.3 0.0 0.320
H 2.7248 1.1885 -0.4301 -0.6 -0.7 0.2 0.336
H 3.0629 -0.5323 -0.0161 0.4 0.2 -0.1 0.391
H 2.2558 0.4477 1.1279 0.1 0.7 1.1 0.392
H -0.2683 1.1197 -2.1912 0.2 0.5 -2.9 -0.181
H -3.5277 2.1184 -0.1371 -1.2 1.7 -0.3 -0.153
H -2.8535 0.9201 1.7761 0.3 0.0 3.5 -0.151
```
Positions in Å, forces in eV/Å.

Results
Gap between HOMO and LUMO = 11.01 eV
Electronic energy = -1695.064179 Ha
ΔE to the lowest compared entry with this formula, charge and spin = 0.0 kcal per mole
SMILES string = CC(C)[Si@H](Cl)O[SiH2]Cl
LUMO energy = 0.0277 hartree
Strongest force on any atom = 3.6 eV/Å

=====

Record 2
DFT (ωB97M-V/def2-TZVPD) results for 2 unconnected molecules or ions with the total composition C5H9NO at a distorted geometry.

Structure (XYZ):
```
16
Properties=species:S:1:pos:R:3:forces:R:3:mulliken_charge:R:1
C -0.4018 0.8664 -1.7901 0.0 -0.1 0.1 -1.033
C -0.1051 0.4404 -0.5668 0.0 0.1 -0.2 0.812
C 1.3147 0.3649 -0.0589 0.0 0.3 -0.1 -0.681
O 1.6174 -0.9240 0.4528 0.0 0.0 0.2 -0.484
C -1.1864 0.0532 0.4225 -0.1 0.0 0.0 -0.318
C -1.0625 0.8726 1.6353 0.2 0.6 0.8 0.175
N -0.8801 1.5390 2.5633 -0.2 -0.7 -0.8 -0.436
H -1.4288 0.9625 -2.1338 0.1 0.0 0.1 0.270
H 0.3799 1.1472 -2.4914 -0.1 -0.1 0.1 0.264
H 2.0067 0.5849 -0.8789 -0.1 0.0 0.1 0.331
H 1.4606 1.1304 0.7156 0.0 -0.1 -0.1 0.339
H 1.7072 -0.8685 1.4104 0.0 0.0 -0.1 0.323
H -1.0894 -1.0003 0.7089 0.0 0.2 0.0 0.076
H -2.1825 0.1890 -0.0102 0.2 0.0 0.1 0.372
H -0.3363 -3.1555 0.0257 0.0 0.0 -0.1 0.189
H 0.1637 -2.6709 -0.2394 -0.1 -0.1 0.1 -0.199
```
Positions in Å, forces in eV/Å.

Results
Gap between HOMO and LUMO = 11.12 eV
Electronic energy = -325.838479 Ha
ΔE to the lowest compared entry with this formula, charge and spin = 62.2 kcal per mole
SMILES string = C=C(CO)CC#N.[H][H]
LUMO energy = 0.0288 hartree
Strongest force on any atom = 1.1 eV/Å

=====

Record 3
DFT (ωB97M-V/def2-TZVPD) results for a molecular structure, C10H19BiNSi at a distorted geometry.

Structure (XYZ):
```
32
Properties=species:S:1:pos:R:3:forces:R:3:mulliken_charge:R:1
C 0.8122 1.7331 -2.1710 0.4 -0.4 -1.1 -0.502
C -0.1301 2.1301 -1.1762 -1.1 -0.3 0.9 -0.591
C -1.4101 1.5208 -1.5283 0.7 -0.4 -0.8 -0.675
C -1.1877 0.7255 -2.6869 -0.5 0.8 0.5 -0.355
C 0.1839 0.8726 -3.0826 -0.4 0.1 0.1 -0.481
Bi 1.1754 0.2699 0.3976 -1.9 -3.1 -2.8 0.367
N 1.2367 -1.7616 -1.0235 3.0 4.1 1.5 -0.554
C 2.2362 2.3534 1.5605 3.1 2.1 1.5 -0.755
C 1.8740 3.4177 2.3480 -0.9 -0.5 0.6 -0.579
H -2.3736 1.6825 -1.0212 0.7 -0.2 -0.2 0.370
H -0.0385 2.9967 -0.4900 0.1 -0.7 -0.5 0.487
H -1.9903 0.1623 -3.2321 1.0 0.5 0.7 0.397
H 0.6343 0.3826 -3.9591 -0.1 0.3 0.7 0.344
H 1.8442 2.0892 -2.2546 -0.4 -0.2 0.1 0.400
H 1.8171 4.5062 2.1119 -0.2 -1.2 -0.7 0.241
H 2.8650 1.5066 1.9769 -1.6 0.9 0.0 0.358
H 1.9456 -1.6235 -1.7313 0.9 0.0 -0.8 0.140
H 1.4349 3.2428 3.3500 0.8 -0.1 -0.4 0.221
H 2.6403 2.5900 0.5764 -0.2 0.1 0.0 0.357
C -2.6219 -1.4973 1.1915 -0.1 0.5 0.7 -0.931
Si -0.8159 -1.6618 0.8902 1.5 0.0 -2.8 0.154
C 0.1635 -2.3465 2.3183 -0.3 -0.8 0.7 -1.198
C -0.7727 -2.6746 -0.7118 -1.7 -0.8 1.1 -1.130
H -2.8081 -0.8472 2.0539 -0.5 -0.1 -0.1 0.304
H -2.8786 -2.5425 1.4065 -0.4 0.3 0.0 0.298
H -3.1136 -1.1433 0.2758 0.1 -0.1 0.4 0.218
H -0.0934 -3.4204 2.3042 0.3 0.1 0.4 0.381
H 1.2636 -2.2460 2.2575 -0.7 0.0 -0.2 0.338
H -0.1995 -1.9007 3.2608 0.2 -0.2 -0.2 0.290
H -1.0514 -3.7234 -0.5439 -0.2 0.1 -0.3 0.495
H -1.2210 -2.1409 -1.5627 -0.2 -0.5 0.4 0.227
H 0.5795 -2.6521 -1.1049 -1.3 -0.1 0.7 0.364
```
Positions in Å, forces in eV/Å.

Results
Gap between HOMO and LUMO (alpha / beta) = 4.55 / 4.58 eV
Electronic energy = -951.013041 Ha
ΔE to the lowest compared entry with this formula, charge and spin = 112.7 kcal per mole
LUMO energy (alpha / beta) = 0.1020 / 0.1020 hartree
Total charge = -1
Strongest force on any atom = 5.3 eV/Å

=====

Record 4
DFT (ωB97M-V/def2-TZVPD) results for a molecular structure, C6H11NSi at a distorted geometry.

Structure (XYZ):
```
19
Properties=species:S:1:pos:R:3:forces:R:3:mulliken_charge:R:1
C -2.3797 -0.2645 -0.2608 0.0 -1.5 0.0 -0.150
C -1.8254 -0.8132 0.8143 -0.3 -0.9 3.0 -0.316
C -1.8016 0.8724 -0.9346 1.4 -0.3 -1.2 -0.133
C -0.5174 -0.3870 1.4826 -0.8 1.6 -2.0 -0.831
C 1.4828 -1.4011 -1.3510 1.0 6.7 0.4 -1.133
C 2.0603 1.4304 0.4980 -1.1 -0.3 0.9 -1.124
N -0.5579 1.2157 -0.9148 -2.0 0.7 -0.3 -0.462
Si 0.5149 0.3795 0.1056 3.1 -2.8 -1.3 0.327
H -3.1626 -0.8603 -0.7530 -0.3 1.0 0.4 0.313
H -2.4657 -1.4979 1.4652 1.0 0.3 -1.4 0.259
H -2.5141 1.2908 -1.6388 0.1 0.8 -0.2 0.351
H -0.7026 0.3505 2.2265 -0.7 1.4 0.5 0.392
H -0.0317 -1.0415 2.1251 0.8 -2.2 0.5 0.548
H 2.0955 -0.6786 -2.0768 -1.7 -1.6 1.2 0.219
H 2.2120 -1.9053 -0.8148 0.8 -1.5 1.1 0.361
H 0.6234 -1.8017 -1.7400 -1.5 -1.5 -1.0 0.370
H 1.8054 2.4251 0.2009 -0.1 0.8 -0.5 0.362
H 2.1931 1.5421 1.5858 0.3 -0.4 -0.3 0.338
H 2.9711 1.1447 -0.0193 0.0 -0.3 0.2 0.310
```
Positions in Å, forces in eV/Å.

Results
Gap between HOMO and LUMO (alpha / beta) = 8.22 / 8.22 eV
Electronic energy = -579.382397 Ha
ΔE to the lowest compared entry with this formula, charge and spin = 41.8 kcal per mole
LUMO energy (alpha / beta) = 0.0019 / 0.0019 hartree
Strongest force on any atom = 6.8 eV/Å

=====

Record 5
DFT (ωB97M-V/def2-TZVPD) results for 2 unconnected molecules or ions with the total composition ClH6NSi2 at a distorted geometry.

Structure (XYZ):
```
10
Properties=species:S:1:pos:R:3:forces:R:3:mulliken_charge:R:1
N -0.5895 -0.4074 -0.8673 -4.0 0.7 -0.9 -0.428
Si 0.9665 0.2151 -0.9762 1.4 1.1 -2.3 0.328
Si -1.1910 -0.3503 1.8480 -0.6 -0.4 -0.6 0.344
Cl -0.2810 -2.0954 2.2234 0.3 -0.8 0.2 -0.189
H -1.4789 0.2396 -1.0109 2.6 -1.6 0.1 0.315
H 1.4328 0.2403 -2.5674 -0.5 -0.1 2.2 -0.072
H 1.7965 -0.5018 -0.0591 0.7 -0.9 0.1 -0.089
H 1.0048 1.5459 -0.3913 0.0 0.8 -0.1 -0.065
H -0.6042 0.7267 2.5342 0.1 1.0 0.9 -0.070
H -2.5542 -0.5066 1.3276 0.0 0.2 0.4 -0.072
```
Positions in Å, forces in eV/Å.

Results
Gap between HOMO and LUMO (alpha / beta) = 7.25 / 7.94 eV
Electronic energy = -1097.369540 Ha
ΔE to the lowest compared entry with this formula, charge and spin = 30.5 kcal per mole
LUMO energy (alpha / beta) = 0.0321 / -0.0891 hartree
Multiplicity = 3
Strongest force on any atom = 4.2 eV/Å

=====

Record 6
DFT (ωB97M-V/def2-TZVPD) results for a molecular structure, C9H14F6GeNPReS.

Structure (XYZ):
```
34
Properties=species:S:1:pos:R:3:forces:R:3:mulliken_charge:R:1
Re -0.6826 0.1309 -0.1449 -0.1 -0.1 0.4 0.853
S 0.0555 0.5431 2.0319 0.0 -0.1 0.1 -0.343
C -0.1246 2.1807 1.4805 -0.2 0.2 0.2 0.732
C -0.1239 3.3917 2.1682 0.1 -0.1 -0.1 -0.819
C -0.3562 4.5311 1.4324 0.0 0.1 -0.1 -0.038
C -0.6224 4.4610 0.0538 0.0 0.0 0.1 -0.749
C -0.6612 3.2381 -0.5560 0.1 -0.1 0.0 -0.142
N -0.3971 2.1185 0.1583 -0.2 0.1 0.0 -0.294
H 0.0562 3.4161 3.2328 0.0 0.0 0.0 0.431
H -0.3481 5.4965 1.9211 0.0 0.0 0.0 0.415
H -0.8155 5.3546 -0.5204 0.0 0.0 0.0 0.404
H -0.8944 3.1009 -1.6025 0.0 0.0 0.0 0.473
C 3.5950 -1.5219 -0.2643 0.1 0.0 0.0 -1.106
Ge 1.7366 -2.0526 -0.3836 0.0 -0.1 0.1 0.381
C 1.0094 -2.7064 1.2891 0.0 0.0 0.0 -1.075
C 1.3023 -3.1736 -1.9028 0.0 0.0 -0.1 -1.043
C 0.8298 -0.2591 -0.9515 0.2 0.3 -0.8 0.037
H 4.1874 -2.4188 -0.0748 0.0 0.0 0.0 0.385
H 3.7605 -0.8241 0.5550 0.0 0.0 0.0 0.365
H 3.9415 -1.0733 -1.1940 0.0 0.0 0.0 0.390
H 1.4256 -3.6973 1.4785 0.0 0.0 0.0 0.408
H -0.0749 -2.8032 1.2568 0.0 0.0 0.0 0.345
H 1.2907 -2.0597 2.1186 0.0 0.0 0.0 0.332
H 1.7526 -4.1561 -1.7533 0.0 0.0 0.0 0.383
H 1.6914 -2.7571 -2.8308 0.0 0.0 0.0 0.373
H 0.2247 -3.3038 -1.9969 0.0 0.0 0.0 0.375
H 1.3656 0.2272 -1.7681 0.1 -0.3 0.0 0.457
F -1.9187 -1.6064 -0.0614 -0.1 0.1 0.1 -0.518
P -3.4653 -0.8078 -0.4775 0.3 0.2 0.2 1.377
F -3.6825 -1.8735 -1.5798 0.0 0.0 0.0 -0.296
F -2.3879 0.0478 -1.5288 0.1 0.0 -0.1 -0.486
F -2.8821 0.3310 0.6184 -0.3 0.0 0.0 -0.434
F -4.1480 -1.5899 0.6673 -0.1 0.0 0.0 -0.293
F -4.6395 0.1153 -0.8715 0.0 0.0 0.0 -0.281
```
Positions in Å, forces in eV/Å.

Results
Gap between HOMO and LUMO = 7.22 eV
Electronic energy = -3899.961601 Ha
ΔE to the lowest compared entry with this formula, charge and spin = 0.0 kcal per mole
LUMO energy = -0.1905 hartree
Total charge = +1
Strongest force on any atom = 0.8 eV/Å

=====

The lowest electronic energy belongs to which entry? C9H14F6GeNPReS

=====

What is the electronic energy in the third record? -951.013041 Ha